[1]
110
Properties=species:S:1:pos:R:3 method="wB97M-V/def2-TZVPD" orbital_gap_ev="5.09 / 5.06" molar_mass_g_mol=711.340 total_charge=-1 fmax_ha_per_bohr=0.1791
Sr -0.7026 -2.7704 0.6761
C -2.9738 -4.7827 2.3850
C -2.5915 -4.1860 1.0582
C -1.6779 -4.9150 0.1653
C -1.3123 -4.3624 -1.1031
C -0.4605 -5.1528 -2.0671
C -1.7835 -3.0992 -1.4615
C -2.7125 -2.3586 -0.5919
C -3.2596 -1.0326 -1.0698
C -3.0988 -2.9458 0.6470
H -2.0925 -5.0713 2.9649
H -3.5793 -5.6811 2.2245
H -3.5534 -4.0761 2.9758
H -1.3141 -5.8937 0.4542
H -0.9419 -6.1037 -2.2966
H 0.5273 -5.3740 -1.6507
H -0.3226 -4.6064 -2.9990
H -1.4900 -2.6692 -2.4123
H -3.6844 -1.1391 -2.0731
H -2.4762 -0.2687 -1.1229
H -4.0467 -0.6708 -0.4092
H -3.8112 -2.4354 1.2853
C 1.9426 -2.7566 -5.0633
C 2.7563 -2.1646 -3.9072
C 2.9978 -3.2844 -2.8678
C 4.1211 -1.7025 -4.4253
P 1.6238 -0.9512 -2.9953
C 2.9058 -0.2821 -1.8159
N 2.3351 0.5250 -0.7566
B 1.0245 0.3531 -0.1081
N 1.0154 1.5204 0.7952
C -0.0757 1.8958 1.6836
P -1.6689 2.2921 0.7821
C -2.8489 2.1187 2.2393
C -2.9077 0.6016 2.5106
C -2.4936 2.8245 3.5536
C -4.2426 2.5520 1.7690
C -1.5375 4.1226 0.3247
C -1.8435 5.1578 1.4037
C -2.5052 4.3054 -0.8550
C -0.1210 4.3741 -0.1960
C 2.2333 2.1889 0.7733
C 2.7196 3.2574 1.5084
C 4.0067 3.7383 1.2413
C 4.7909 3.1588 0.2559
C 4.3131 2.0695 -0.4810
C 3.0467 1.5805 -0.2071
C 1.2782 0.5304 -4.1179
C -0.0510 0.2065 -4.8176
C 1.0405 1.7658 -3.2353
C 2.3400 0.8790 -5.1558
H 2.4725 -3.6085 -5.5042
H 1.7722 -2.0225 -5.8535
H 0.9670 -3.1048 -4.7122
H 3.1412 -4.2455 -3.3721
H 2.1613 -3.3788 -2.1698
H 3.8929 -3.0863 -2.2749
H 4.7097 -2.5815 -4.7153
H 4.6851 -1.1694 -3.6576
H 4.0410 -1.0634 -5.3015
H 3.6452 0.3051 -2.3669
H 3.3959 -1.1627 -1.3884
H 0.2333 2.7164 2.3328
H -0.3311 1.0240 2.2807
H -2.0415 0.2046 3.0399
H -2.9765 0.0474 1.5712
H -3.7956 0.3724 3.1108
H -1.4479 2.6709 3.8269
H -3.1059 2.4017 4.3588
H -2.6937 3.8946 3.5185
H -4.5128 2.0395 0.8412
H -4.3055 3.6275 1.5891
H -4.9872 2.2972 2.5312
H -2.8864 5.1334 1.7206
H -1.6464 6.1604 1.0044
H -1.2088 5.0192 2.2815
H -3.5398 4.1004 -0.5679
H -2.2435 3.6252 -1.6680
H -2.4514 5.3335 -1.2333
H 0.5967 4.4574 0.6161
H -0.1016 5.3159 -0.7570
H 0.2197 3.5745 -0.8587
H 2.1331 3.7081 2.2999
H 4.3962 4.5653 1.8228
H 5.7881 3.5369 0.0666
H 4.9416 1.6065 -1.2323
H -0.8230 -0.0053 -4.0746
H 0.0331 -0.6629 -5.4742
H -0.3786 1.0609 -5.4205
H 0.3291 1.5520 -2.4343
H 0.6412 2.5732 -3.8608
H 1.9627 2.1218 -2.7721
H 2.4215 0.1164 -5.9323
H 3.3209 1.0171 -4.6960
H 2.0676 1.8202 -5.6467
C -0.7307 -1.5869 6.1438
C 0.0238 -1.5914 4.8020
C 1.2943 -2.4386 4.9470
C 0.4346 -0.1485 4.4826
C -0.9003 -2.1437 3.7219
H -0.1619 -1.0598 6.9235
H -0.9127 -2.6092 6.4877
H -1.6957 -1.0869 6.0290
H 1.9719 -2.0197 5.7013
H 1.8151 -2.4849 3.9872
H 1.0384 -3.4609 5.2419
H 1.1046 0.2649 5.2471
H -0.4547 0.4860 4.4281
H 0.9399 -0.1226 3.5141
H -1.0960 -3.1878 4.0605



[2]
142
Properties=species:S:1:pos:R:3 method="wB97M-V/def2-TZVPD" orbital_gap_ev=8.83 molar_mass_g_mol=1173.555 total_charge=-1 fmax_ha_per_bohr=0.1046
O 19.2485 -5.1955 10.4565
C 19.8968 -6.0013 11.0837
O 21.1889 -6.1757 11.0398
B 21.5959 -6.9663 12.2021
O 20.3385 -7.4421 12.8817
C 19.3390 -6.9462 12.1882
O 18.1990 -7.0895 12.4676
O 22.3743 -6.2538 13.2538
C 23.5073 -6.7758 13.4405
O 24.4204 -6.3656 14.2090
C 23.6279 -8.0328 12.4930
O 22.4600 -8.1117 11.7999
O 24.5962 -8.7236 12.3776
C 23.2573 -13.3446 8.6870
Cl 23.2940 -13.7704 6.9895
Cl 23.9173 -14.5989 9.7278
H 23.9181 -12.4924 8.8459
H 22.2361 -13.0916 8.9720
C 24.5979 -6.1498 6.3836
Cl 25.9657 -6.9369 6.9607
Cl 24.7905 -5.8144 4.6177
H 23.7311 -6.7360 6.6888
H 24.3636 -5.2439 6.9427
C 36.5508 -13.6672 11.8743
C 36.1515 -12.2068 12.0752
O 34.7086 -11.9824 11.9778
C 34.1151 -11.9348 10.7944
O 34.5966 -12.3696 9.7574
O 32.9668 -11.2989 10.9122
C 32.0890 -11.1852 9.7756
H 36.1586 -14.2325 12.7198
H 37.6325 -13.7047 12.0031
H 36.3566 -14.0384 10.8680
H 36.7954 -11.5800 11.4582
H 36.5311 -11.9538 13.0651
H 31.1609 -10.7263 10.1165
H 31.8436 -12.1499 9.3314
H 32.6345 -10.6570 8.9936
C 16.6018 -12.1408 16.3000
C 15.5659 -11.2862 17.1239
O 14.3459 -11.9273 17.3437
C 13.3899 -11.4697 18.2219
O 13.5320 -10.5642 19.0787
O 12.2159 -12.2244 17.9799
C 11.0598 -12.1347 18.7797
H 16.9418 -12.9093 16.9942
H 17.4335 -11.5684 15.8893
H 16.1271 -12.6821 15.4816
H 15.4707 -10.3556 16.5644
H 15.9921 -10.9597 18.0726
H 10.6217 -11.1389 18.7118
H 11.3208 -12.3139 19.8227
H 10.2681 -12.8495 18.5551
C 19.8415 5.5811 2.2343
C 19.1410 4.2355 2.0983
O 20.0035 3.1508 2.2572
C 20.1556 2.6242 3.5350
O 19.7356 3.2081 4.5297
O 20.7493 1.4453 3.5130
C 20.9741 0.6325 4.6406
H 20.3569 5.5968 3.1946
H 19.1205 6.3986 2.2275
H 20.6590 5.6916 1.5219
H 18.8652 4.2664 1.0442
H 18.1348 4.1229 2.5019
H 20.0570 0.1556 4.9864
H 21.4456 1.0926 5.5090
H 21.6652 -0.1004 4.2244
C 24.1334 -3.3895 20.7061
C 23.4938 -3.7420 19.3604
O 22.2613 -3.0054 19.3478
C 21.0392 -3.6566 19.2509
O 19.9972 -3.0448 19.0773
O 21.1773 -4.9915 19.1075
C 20.2974 -5.7211 18.3659
H 25.2166 -3.5081 20.6778
H 23.6473 -3.8359 21.5736
H 24.1755 -2.3132 20.8730
H 23.3199 -4.8007 19.1680
H 24.0932 -3.2681 18.5831
H 19.5100 -6.0334 19.0520
H 20.7281 -6.6564 18.0082
H 19.8529 -5.2046 17.5153
C 24.5426 -12.1012 18.2715
C 23.1506 -11.6778 18.7132
O 22.6760 -12.5610 19.7164
C 21.6675 -12.1686 20.5821
O 21.0447 -11.0791 20.4964
O 21.5978 -13.0870 21.5588
C 20.4349 -13.0276 22.4450
H 25.0933 -11.2035 17.9908
H 24.3537 -12.7409 17.4094
H 25.0387 -12.7097 19.0276
H 22.4818 -11.7141 17.8533
H 23.1178 -10.6346 19.0272
H 20.4060 -13.7893 23.2242
H 19.5800 -13.3062 21.8289
H 20.3555 -12.0140 22.8379
C 23.2388 0.9268 13.1407
C 22.1296 -0.1097 13.1520
O 20.8255 0.2070 12.5843
C 19.7475 0.6355 13.3298
O 19.7856 0.6334 14.5836
O 18.7924 1.1365 12.5826
C 18.9866 1.5640 11.2057
H 23.0304 1.7298 13.8478
H 23.4643 1.3570 12.1649
H 24.1201 0.4107 13.5215
H 21.9092 -0.4852 14.1512
H 22.5236 -0.9500 12.5804
H 18.0098 1.6306 10.7266
H 19.5102 0.7576 10.6922
H 19.4366 2.5464 11.0622
C 17.1263 -8.3166 5.2624
C 18.1536 -9.0840 4.3825
O 18.1998 -8.5710 3.0062
C 18.8898 -7.4808 2.8939
O 19.3138 -6.8186 3.8426
O 18.8671 -7.0934 1.5959
C 19.6011 -5.9179 1.2624
H 17.4214 -7.2725 5.3670
H 16.9431 -8.6586 6.2810
H 16.2280 -8.2089 4.6545
H 17.9532 -10.1521 4.2982
H 19.1138 -8.9430 4.8786
H 20.6357 -6.2002 1.4576
H 19.2600 -5.0420 1.8143
H 19.5056 -5.8279 0.1803
O 14.6873 -1.6027 0.8670
C 14.7191 -2.7002 1.4278
O 14.4976 -3.8769 0.8849
C 14.2831 -4.1833 -0.4979
C 12.9923 -3.8529 -1.1687
C 15.1077 -2.8700 2.8766
H 14.4222 -5.2542 -0.6458
H 15.1115 -3.6674 -0.9834
H 12.7090 -2.8097 -1.0288
H 12.1313 -4.4285 -0.8290
H 12.9622 -3.8925 -2.2576
H 14.2690 -2.8335 3.5718
H 15.8317 -2.0671 3.0158
H 15.7024 -3.7370 3.1641